# 1
The following is a DFT calculation (ωB97M-V/def2-TZVPD) of C18H39As2N6O2Pd as an isolated structure.

Positions of all 68 atoms, in Å:
Pd  0.59  -0.34  0.66
C  4.60  0.05  -0.78
As  3.01  0.38  0.36
C  2.86  2.33  0.19
C  3.70  0.21  2.20
C  5.07  0.18  2.43
C  5.57  0.06  3.72
C  4.70  -0.03  4.79
C  3.33  0.01  4.57
C  2.82  0.12  3.28
As  0.89  0.27  3.01
C  0.10  -0.60  4.59
C  0.65  2.18  3.44
H  5.31  0.87  -0.66
H  4.28  0.03  -1.82
H  5.08  -0.89  -0.53
H  3.75  2.83  0.57
H  1.98  2.68  0.73
H  2.74  2.58  -0.87
H  5.76  0.27  1.60
H  6.64  0.03  3.88
H  5.07  -0.13  5.80
H  2.65  -0.03  5.41
H  0.32  -0.03  5.49
H  0.47  -1.61  4.69
H  -0.99  -0.64  4.48
H  1.62  2.64  3.64
H  0.02  2.31  4.33
H  0.18  2.71  2.60
N  -1.80  0.37  0.62
C  -2.38  0.41  -0.69
C  -3.14  1.68  -1.06
C  -4.66  1.49  -1.09
C  -5.33  2.42  -2.11
N  -5.07  1.97  -3.47
C  -5.93  1.56  -4.39
N  -7.23  1.48  -4.17
N  -5.45  1.21  -5.59
C  -1.23  0.19  -1.87
O  -1.64  0.41  -2.98
O  -0.14  -0.23  -1.45
H  -2.28  -0.27  1.25
H  -1.73  1.30  1.05
H  -3.00  -0.48  -0.84
H  -2.80  2.00  -2.05
H  -2.88  2.49  -0.37
H  -5.09  1.67  -0.10
H  -4.89  0.46  -1.37
H  -4.94  3.44  -2.00
H  -6.40  2.46  -1.92
H  -4.09  1.92  -3.71
H  -7.65  1.70  -3.29
H  -7.86  1.20  -4.91
H  -4.47  1.28  -5.81
H  -6.07  0.96  -6.34
N  3.23  -4.95  -1.58
C  1.84  -4.46  -1.36
C  1.81  -3.08  -0.65
N  0.50  -2.76  -0.10
H  3.23  -5.81  -2.15
H  3.69  -5.16  -0.68
H  3.80  -4.24  -2.07
H  1.32  -5.20  -0.74
H  1.33  -4.40  -2.32
H  2.07  -2.28  -1.36
H  2.54  -3.07  0.17
H  0.17  -3.49  0.53
H  -0.18  -2.64  -0.85

Values from the calculation:
F_max   4.221 eV/A
Gap between HOMO and LUMO (alpha / beta)   0.2802 / 0.2073 hartree
ΔE to the lowest compared entry with this formula, charge and spin   113.70 kJ/mol
Multiplicity   3
Charge   +3

=====

# 2
The following is a DFT calculation (ωB97M-V/def2-TZVPD) of C18H39AsBr2IO3 as an isolated structure.

Positions of all 64 atoms, in Å:
C  3.70  -1.02  1.68
O  2.56  -0.57  0.97
C  2.80  0.46  0.02
C  1.85  1.64  0.26
C  1.11  2.04  -1.03
C  0.00  1.01  -1.33
C  -1.36  1.54  -0.90
C  -2.47  0.55  -1.22
As  -2.46  -1.04  0.02
I  -2.25  -3.30  1.54
C  -3.93  -0.37  1.31
Br  -5.64  -0.04  0.38
C  -3.70  0.84  2.20
C  -3.60  2.21  1.52
Br  -2.18  0.58  3.42
H  3.94  -0.33  2.48
H  4.56  -1.10  1.01
H  3.49  -2.01  2.07
H  3.82  0.82  0.09
H  2.61  0.06  -0.97
H  1.11  1.33  0.98
H  2.38  2.49  0.69
H  0.67  3.02  -0.90
H  1.83  2.04  -1.84
H  0.19  0.13  -0.72
H  0.02  0.67  -2.36
H  -1.28  1.67  0.18
H  -1.55  2.52  -1.33
H  -2.24  0.14  -2.20
H  -3.43  1.04  -1.33
H  -1.34  -0.36  0.88
H  -1.33  -1.69  -0.85
H  -3.57  -1.79  -0.79
H  -4.17  -1.19  1.96
H  -4.53  0.88  2.88
H  -4.21  2.92  2.07
H  -2.59  2.59  1.55
H  -3.97  2.18  0.51
C  1.13  0.65  -6.91
C  2.07  1.43  -6.00
C  1.09  2.11  -5.06
O  -0.04  1.24  -4.94
C  0.04  0.22  -5.94
H  1.60  -0.19  -7.42
H  0.71  1.32  -7.67
H  2.70  0.73  -5.44
H  2.71  2.13  -6.52
H  0.75  3.07  -5.46
H  1.50  2.29  -4.06
H  0.30  -0.73  -5.45
H  -0.94  0.11  -6.41
C  0.08  -2.04  4.67
C  0.31  -3.03  5.81
C  1.47  -3.86  5.26
O  2.24  -2.99  4.43
C  1.50  -1.78  4.19
H  -0.43  -1.13  4.98
H  -0.50  -2.51  3.88
H  0.63  -2.50  6.72
H  -0.56  -3.63  6.05
H  1.11  -4.69  4.65
H  2.11  -4.26  6.05
H  1.97  -0.97  4.77
H  1.55  -1.53  3.13

Values from the calculation:
F_max   2.594 eV/A
Gap between HOMO and LUMO   0.2550 hartree
Charge   -1

=====

# 3
The following is a DFT calculation (ωB97M-V/def2-TZVPD) of a 6-piece molecular cluster, C18H39Br3N5O5 overall.

Positions of all 70 atoms, in Å:
C  0.75  -3.85  -1.34
Br  1.19  -3.89  -3.30
Br  0.64  -5.75  -0.68
Br  -0.93  -2.83  -1.04
H  1.57  -3.31  -0.86
C  0.64  4.21  -2.20
C  0.76  2.71  -1.87
C  -0.45  2.18  -2.68
C  -0.58  0.59  -2.71
C  0.70  0.02  -3.24
C  1.92  0.53  -2.50
N  2.01  2.01  -2.33
O  3.29  2.63  -1.85
C  2.10  -0.28  -1.19
C  3.13  0.16  -3.43
C  0.58  2.65  -0.43
H  0.85  4.62  -3.19
H  1.40  4.60  -1.52
H  -0.35  4.60  -1.98
H  -1.34  2.46  -2.13
H  -0.39  2.60  -3.68
H  -1.46  0.46  -3.32
H  -0.82  0.24  -1.70
H  0.63  0.29  -4.30
H  0.81  -1.06  -3.17
H  1.30  -0.09  -0.46
H  2.48  -1.27  -1.43
H  2.94  0.30  -0.82
H  3.16  0.88  -4.23
H  4.07  0.32  -2.90
H  3.03  -0.83  -3.89
H  -0.07  3.34  0.10
H  1.52  2.73  0.11
H  0.24  1.64  -0.18
O  6.42  -0.15  3.10
C  5.26  -0.57  2.87
N  4.45  0.44  2.63
C  4.69  -1.94  2.94
H  4.87  1.35  2.69
H  3.46  0.24  2.60
H  4.27  -2.15  3.92
H  5.49  -2.64  2.67
H  3.99  -2.14  2.13
O  1.60  -0.04  2.79
C  0.60  -0.76  2.75
N  0.34  -1.32  1.63
C  -0.35  -0.97  3.86
H  0.89  -1.18  0.80
H  -0.62  -1.56  1.41
H  -0.75  -0.05  4.28
H  0.20  -1.44  4.68
H  -1.17  -1.63  3.59
O  -2.92  -0.10  2.52
C  -3.94  0.29  3.14
N  -5.08  0.21  2.49
C  -3.98  0.91  4.52
H  -5.14  -0.20  1.57
H  -5.88  0.79  2.73
H  -5.02  0.88  4.85
H  -3.67  1.96  4.53
H  -3.29  0.50  5.25
O  -4.72  -0.33  -2.79
C  -4.47  -1.21  -2.02
N  -4.90  -2.41  -2.12
C  -3.95  -0.76  -0.63
H  -5.48  -2.60  -2.93
H  -4.82  -3.08  -1.37
H  -2.89  -0.93  -0.43
H  -4.51  -1.32  0.12
H  -4.30  0.25  -0.44

Values from the calculation:
F_max   6.584 eV/A
Gap between HOMO and LUMO (alpha / beta)   0.2871 / 0.1160 hartree
ΔE to the lowest compared entry with this formula, charge and spin   0.00 kJ/mol
Multiplicity   3
Charge   +1

=====

# 4
The following is a DFT calculation (ωB97M-V/def2-TZVPD) of one molecule with the formula C18H39NO2.

Positions of all 60 atoms, in Å:
C  -2.92  -1.15  -1.12
C  -3.01  0.31  -0.71
C  -2.07  1.20  -1.52
C  -2.29  2.70  -1.28
C  -2.05  3.16  0.15
C  -0.58  3.08  0.57
C  -0.38  3.36  2.06
C  -0.82  2.22  2.98
C  0.13  1.03  2.94
C  -0.41  -0.16  3.73
C  0.58  -1.32  3.86
C  1.13  -1.84  2.53
C  0.05  -2.39  1.60
C  0.62  -2.87  0.26
C  1.20  -1.73  -0.57
C  1.44  -2.15  -2.02
O  0.25  -2.48  -2.69
C  2.23  -1.08  -2.83
N  3.50  -0.81  -2.16
C  1.50  0.26  -2.97
O  1.42  0.97  -1.75
H  -1.92  -1.55  -0.92
H  -3.63  -1.75  -0.56
H  -3.13  -1.27  -2.18
H  -4.04  0.66  -0.85
H  -2.77  0.40  0.35
H  -2.24  1.00  -2.59
H  -1.04  0.95  -1.31
H  -3.32  2.95  -1.56
H  -1.63  3.25  -1.95
H  -2.66  2.56  0.83
H  -2.39  4.19  0.25
H  -0.02  3.81  -0.01
H  -0.18  2.10  0.32
H  0.68  3.57  2.24
H  -0.93  4.27  2.32
H  -0.87  2.59  4.00
H  -1.82  1.89  2.70
H  1.10  1.32  3.35
H  0.29  0.73  1.90
H  -0.68  0.18  4.73
H  -1.33  -0.51  3.26
H  0.08  -2.14  4.39
H  1.42  -0.99  4.47
H  1.68  -1.04  2.04
H  1.84  -2.64  2.75
H  -0.69  -1.61  1.40
H  -0.46  -3.22  2.09
H  1.39  -3.62  0.44
H  -0.18  -3.35  -0.31
H  2.15  -1.39  -0.15
H  0.51  -0.89  -0.56
H  2.03  -3.07  -2.04
H  -0.38  -1.75  -2.56
H  2.35  -1.49  -3.85
H  4.10  -0.26  -2.77
H  3.99  -1.68  -1.96
H  2.04  0.87  -3.71
H  0.48  0.12  -3.33
H  2.28  0.87  -1.33

Values from the calculation:
F_max   0.743 eV/A
Gap between HOMO and LUMO   0.3912 hartree
ΔE to the lowest compared entry with this formula, charge and spin   8.33 kJ/mol
SMILES   CCCCCCCCCCCCCCC[C@@H](O)[C@H](N)CO